This record from the Open Molecules 2025 dataset describes a molecular structure, C26H31N8O2S2Ti at a distorted geometry. The level of theory is wB97M-V/def2-TZVPD.

```
70
Properties=species:S:1:pos:R:3
Ti 0.1186 -0.2494 0.0154
C 2.3148 2.3154 0.2547
O 1.4409 1.3870 0.8819
C 1.5370 1.2727 2.2464
C 2.3485 2.0444 3.0628
C 2.3079 1.8701 4.4384
C 1.4616 0.9317 5.0084
C 0.6430 0.1593 4.2087
C 0.6774 0.3121 2.8199
N -0.1289 -0.3908 1.9376
N -1.0338 -1.1390 2.4752
C -2.0682 -1.5854 1.7605
C -2.4621 -0.9983 0.5127
O -1.7160 -0.1370 -0.1021
C -3.7526 -1.3053 0.0005
C -4.5510 -2.2336 0.5925
C -4.1673 -2.8786 1.7959
C -4.9908 -3.8416 2.4033
C -4.6299 -4.4142 3.5962
C -3.4320 -4.0465 4.2142
C -2.5950 -3.1303 3.6245
C -2.9411 -2.5310 2.4064
H 2.0908 3.3398 0.5696
H 3.3582 2.0747 0.4711
H 2.1486 2.2194 -0.8189
H 3.0198 2.7750 2.6455
H 2.9362 2.4804 5.0671
H 1.4445 0.7986 6.0793
H -0.0324 -0.5708 4.6302
H -4.0487 -0.8167 -0.9178
H -5.4984 -2.4963 0.1477
H -5.9117 -4.1215 1.9130
H -5.2688 -5.1474 4.0622
H -3.1615 -4.4972 5.1566
H -1.6602 -2.8524 4.0861
N -0.8565 2.4443 -0.4102
N -0.7340 2.9279 -1.7212
C -0.1991 2.1472 -2.6887
N -0.1565 2.6519 -3.9301
S 0.4454 0.6345 -2.3878
H -1.7907 2.0538 -0.2410
H -0.6794 3.2052 0.2448
H -1.2658 3.7502 -1.9986
H -0.5103 3.5610 -4.1764
H 0.3087 2.1111 -4.6388
C -0.1329 -4.3007 -0.5389
C 0.0027 -2.9536 -1.2802
C 1.1105 -3.0579 -2.3644
C -1.3464 -2.6795 -1.9871
N 0.2912 -1.8952 -0.3874
H -0.4275 -5.0732 -1.2434
H -0.8869 -4.2241 0.2432
H 0.8031 -4.5998 -0.0740
H 0.6878 -3.3821 -3.3112
H 1.8807 -3.7779 -2.0885
H 1.5684 -2.0780 -2.5089
H -1.5103 -3.3980 -2.7866
H -1.3358 -1.6689 -2.4021
H -2.1628 -2.7681 -1.2740
S 3.0648 -0.6053 -0.5162
C 2.9757 -1.5508 0.8404
N 2.7712 -2.9090 0.6677
C 2.7645 -3.7603 1.7023
C 2.9555 -3.2808 2.9696
C 3.1351 -1.8882 3.0960
N 3.1502 -1.0694 2.0811
H 2.5728 -3.2098 -0.2846
H 2.6183 -4.8123 1.4913
H 2.9737 -3.9302 3.8280
H 3.2748 -1.4393 4.0709
```

The HOMO energy is -10.017 eV. As for the total charge: +1. For the gap between HOMO and LUMO, the calculation gives 0.23292 hartree.

Here is what Mulliken gives for the atomic charges, in e:
1. Ti -1.00
2. C -1.55
3. O 1.03
4. C 1.24
5. C -0.83
6. C -0.89
7. C -0.76
8. C -1.12
9. C 0.34
10. N 1.39
11. N -1.14
12. C 0.08
13. C 0.55
14. O -0.35
15. C -0.74
16. C -0.61
17. C 0.74
18. C -0.92
19. C -0.62
20. C -0.72
21. C -0.73
22. C 0.94
23. H 0.39
24. H 0.50
25. H 0.30
26. H 0.50
27. H 0.45
28. H 0.42
29. H 0.44
30. H 0.44
31. H 0.43
32. H 0.43
33. H 0.41
34. H 0.42
35. H 0.40
36. N -0.37
37. N -0.41
38. C 0.65
39. N -0.43
40. S -0.32
41. H 0.22
42. H 0.31
43. H 0.23
44. H 0.19
45. H 0.22
46. C -1.21
47. C 0.85
48. C -1.46
49. C -1.56
50. N 0.87
51. H 0.46
52. H 0.28
53. H 0.03
54. H 0.44
55. H 0.37
56. H 0.25
57. H 0.66
58. H 0.16
59. H 0.24
60. S -0.36
61. C 0.47
62. N 0.08
63. C 0.14
64. C -1.10
65. C -0.01
66. N -0.22
67. H 0.07
68. H 0.45
69. H 0.47
70. H 0.48

---

This record from the Open Molecules 2025 dataset describes a molecular structure, C26H31O2OsS6Te. The level of theory is wB97M-V/def2-TZVPD.

```
67
Properties=species:S:1:pos:R:3
Os 0.1123 0.1662 -1.5869
C -1.3738 -2.7295 -0.0749
Te 0.1642 -2.5262 -1.5489
C -1.4638 -2.8446 -2.8985
C -2.6601 -2.2895 -2.1676
C -3.8133 -1.9049 -2.8431
C -4.9292 -1.4898 -2.1271
C -4.8949 -1.4573 -0.7386
C -3.7428 -1.8336 -0.0608
C -2.6222 -2.2470 -0.7718
H -1.1177 -2.1615 0.8160
H -1.4147 -3.7901 0.1791
H -1.5263 -3.9243 -3.0450
H -1.2552 -2.3671 -3.8516
H -3.8530 -1.9628 -3.9242
H -5.8328 -1.2116 -2.6531
H -5.7716 -1.1534 -0.1822
H -3.7283 -1.8324 1.0227
O 2.0812 0.9017 -1.2398
S 3.0613 1.6144 -2.2416
C 4.3560 0.3712 -2.5493
C 5.6122 0.8110 -1.7881
C 5.1462 1.6343 -0.5915
C 4.1065 2.5967 -1.1506
H 4.4912 0.2788 -3.6255
H 3.9250 -0.5537 -2.1629
H 6.2441 1.4175 -2.4375
H 6.1927 -0.0609 -1.4918
H 5.9642 2.1833 -0.1280
H 4.6960 0.9967 0.1721
H 4.5567 3.3567 -1.7950
H 3.4545 3.0871 -0.4293
C 0.0972 -0.4583 6.9830
C 0.2646 -0.3730 5.5040
C 1.4693 -0.7348 4.8952
C 1.6457 -0.6492 3.5340
C 2.9760 -1.0534 2.9538
C 0.5554 -0.1822 2.7272
C 0.7685 -0.1316 1.3450
O -0.0925 0.2145 0.4699
C -0.6836 0.1970 3.3439
C -1.8541 0.7179 2.5617
C -0.7932 0.0900 4.7069
H 0.9364 -0.9552 7.4624
H -0.8235 -0.9864 7.2349
H 0.0072 0.5481 7.3998
H 2.2823 -1.0902 5.5153
H 3.6500 -1.3560 3.7509
H 3.4520 -0.2275 2.4218
H 2.8856 -1.8989 2.2694
H 1.7554 -0.4146 0.9740
H -1.5813 1.6239 2.0163
H -2.6755 0.9553 3.2336
H -2.2019 -0.0140 1.8293
H -1.7210 0.3736 5.1884
C -2.9244 1.5460 -1.1556
S -1.2871 2.1240 -1.6995
C -1.5022 2.3202 -3.4445
C -0.8468 1.4939 -4.3378
S 0.1518 0.1381 -3.8886
S -1.0871 1.8683 -5.9833
C -2.1322 3.2242 -5.7439
S -2.7726 4.1008 -6.9790
S -2.4282 3.5883 -4.0892
H -2.7997 1.3016 -0.1015
H -3.2184 0.6630 -1.7196
H -3.6366 2.3613 -1.2629
```

As for the multiplicity: 5. The HOMO energy (spin up / spin down) is -16.458 / -16.466 eV. As for the total charge: +3. For the gap between HOMO and LUMO (spin up / spin down), the calculation gives 0.27963 / 0.18340 hartree.

Here is what Mulliken gives for the atomic charges, in e:
1. Os 2.16
2. C -0.99
3. Te -0.12
4. C -1.33
5. C 1.04
6. C -0.90
7. C -0.67
8. C -0.76
9. C -0.70
10. C 0.96
11. H 0.18
12. H 0.61
13. H 0.50
14. H 0.50
15. H 0.53
16. H 0.45
17. H 0.46
18. H 0.55
19. O -0.83
20. S 0.29
21. C -0.55
22. C -0.73
23. C -0.15
24. C -0.79
25. H 0.48
26. H 0.25
27. H 0.34
28. H 0.37
29. H 0.43
30. H -0.08
31. H 0.48
32. H 0.41
33. C -1.55
34. C 0.49
35. C -0.87
36. C 0.89
37. C -1.72
38. C 0.43
39. C -0.06
40. O -0.63
41. C 0.95
42. C -0.85
43. C -1.04
44. H 0.38
45. H 0.40
46. H 0.35
47. H 0.38
48. H 0.41
49. H 0.29
50. H 0.40
51. H 0.37
52. H 0.26
53. H 0.45
54. H -0.15
55. H 0.47
56. C -0.32
57. S -0.14
58. C 0.04
59. C 0.27
60. S -0.36
61. S 0.12
62. C 0.09
63. S 0.14
64. S 0.14
65. H -0.04
66. H 0.02
67. H 0.58

---

Asked for ΔE to the lowest compared entry with this formula, charge and spin across the records above, the calculation gives 1.212 0.003 eV in order.